No. 1
The following is a DFT calculation (ωB97M-V with the def2-TZVPD basis set) of a molecular structure, C24H14Br4N2O2PS2V at a distorted geometry.

Values from the calculation:
2S+1: 3
HOMO level (alpha / beta): -7.57 / -7.70 eV
gap between HOMO and LUMO (alpha / beta): 6.2 / 6.0 eV
molecular weight: 828.06 g mol⁻¹
total energy: -13560.88533 Eh
relative energy (zero: lowest compared OMol25 entry of this formula, charge and spin): 0.351 eV

The geometry in XYZ format:
```
50
Properties=species:S:1:pos:R:3:forces:R:3:mulliken_charge:R:1
C 3.34286 0.18636 -4.07549 0.033 -0.014 0.037 -0.664
C 1.87590 0.63034 -2.22885 0.030 0.045 0.251 0.354
C -1.80569 -0.67285 4.82740 0.099 0.075 -0.661 0.696
C -0.67043 -1.18273 4.19911 -0.190 0.053 0.230 -0.821
H -3.65375 0.37617 4.49417 -0.026 0.011 -0.070 0.486
N -2.11571 -0.87573 7.37701 0.005 -0.014 -0.055 -0.427
Br -4.84706 2.31707 -1.74202 0.115 -0.040 0.011 -0.131
C 2.31018 0.48354 -4.95329 0.044 -0.005 -0.037 -0.436
S 0.84652 -1.42673 -0.25845 0.318 -0.114 -0.098 -0.611
C -4.29911 -2.31737 -1.30608 0.038 -0.056 0.091 -0.539
H 5.25912 3.31708 0.93560 -0.012 0.001 -0.014 0.395
H 3.39863 -1.26746 1.03841 0.018 0.002 0.036 0.384
C -4.64790 0.44491 -1.61663 0.078 0.113 0.060 -0.298
Br -7.17052 0.23091 -2.92729 0.017 0.036 0.008 -0.171
N -1.45186 -0.39379 2.07978 -0.387 -0.398 3.171 0.341
C 3.80944 -0.26497 1.03039 -0.013 0.027 -0.084 -0.162
C -1.98061 -0.79310 6.23965 -0.046 -0.019 0.364 -0.158
C -2.55204 0.08131 2.68601 -0.056 0.116 -0.228 -0.277
C 0.84014 0.93189 -3.10570 0.065 0.072 0.042 -0.404
H -0.12926 1.22120 -2.71526 -0.020 0.010 -0.037 0.398
H 4.31398 -0.10836 -4.45116 -0.010 0.014 -0.025 0.388
C 5.01267 0.01871 1.66299 0.052 -0.059 0.056 -0.670
C -5.43530 -1.81942 -1.94711 -0.023 0.205 -0.012 0.138
C 3.64695 2.04316 0.33171 0.072 -0.063 0.027 -0.234
O -2.47177 0.66188 -0.56493 -0.559 1.043 -0.425 -0.559
C -0.53315 -1.02174 2.83999 -0.044 -0.040 0.110 -0.183
S 0.21720 1.77373 0.28733 0.333 0.296 -0.155 -0.449
H 5.54492 -0.76499 2.18679 -0.004 0.002 -0.018 0.410
H 0.09259 -1.69975 4.76188 0.013 0.011 -0.006 0.489
Br -4.01955 -4.16074 -1.02995 0.069 0.062 0.011 -0.129
P 1.54125 0.46667 -0.45384 0.697 0.167 -0.190 1.750
H 0.33172 -1.41152 2.32697 0.026 0.026 -0.050 0.416
H 6.47027 1.52080 2.11713 -0.001 -0.005 0.003 0.383
C 4.85065 2.31531 0.95786 -0.001 0.027 0.002 -0.703
C 3.13285 0.74804 0.36633 -0.191 -0.135 -0.070 0.030
H -3.27298 0.57800 2.04935 0.007 -0.018 -0.028 0.529
H 0.26915 1.10582 -5.16224 -0.012 -0.016 0.014 0.412
C -2.76117 -0.03062 4.04200 0.026 -0.089 0.319 -0.783
H 3.92769 0.03020 -2.01281 0.046 -0.035 -0.034 0.353
H 3.10114 2.82702 -0.17981 0.023 0.025 0.013 0.364
O -2.22114 -1.76557 -0.20898 -0.025 -0.678 0.012 -0.645
C -5.61956 -0.44176 -2.09149 -0.034 -0.188 -0.020 0.241
C 3.13043 0.25940 -2.70752 -0.142 0.099 -0.052 -0.412
C 5.53158 1.30284 1.62473 -0.006 0.006 0.001 -0.391
C -3.32798 -1.44211 -0.82632 -0.388 0.392 -0.206 0.905
V -1.12338 -0.22415 0.23058 0.591 -0.078 -2.129 0.354
Br -6.72422 -3.01937 -2.62052 0.021 -0.015 0.032 -0.163
C -3.50541 -0.04853 -1.01555 -0.575 -0.907 -0.177 0.517
H 2.47583 0.41671 -6.02081 0.001 0.020 0.005 0.379
C 1.06588 0.86428 -4.47108 -0.072 0.026 -0.024 -0.689
```
Forces are in eV/Å.

No. 2
The following is a DFT calculation (ωB97M-V with the def2-TZVPD basis set) of a molecular structure, C24H14F7KN2O3 at a distorted geometry.

Values from the calculation:
2S+1: 1
HOMO level: -0.51 eV
gap between HOMO and LUMO: 4.2 eV
molecular weight: 550.47 g mol⁻¹
total energy: -2557.11805 Eh
net charge: -2
relative energy (zero: lowest compared OMol25 entry of this formula, charge and spin): 1.283 eV

The geometry in XYZ format:
```
51
Properties=species:S:1:pos:R:3:forces:R:3:mulliken_charge:R:1
H -17.87029 -22.23846 5.02587 -1.564 -1.951 0.869 0.454
C -15.74202 -19.30891 3.62492 0.516 0.580 0.093 0.775
H -17.82130 -19.79889 0.95615 -0.529 -0.088 -0.368 0.358
H -8.93419 -15.46327 5.29562 -0.811 0.232 -0.114 0.436
C -11.35975 -16.99868 7.03999 -1.268 -0.790 -1.136 -0.746
H -8.65088 -15.10975 2.93652 -0.715 0.409 -0.056 0.371
F -11.15394 -12.98877 -5.04414 0.337 0.439 0.330 -0.329
H -6.47074 -12.07336 4.98991 0.647 -1.629 0.969 -0.128
C -16.24507 -18.45660 0.99934 2.559 2.517 -1.531 -0.614
C -17.64689 -20.86421 3.38951 1.192 0.179 2.214 -0.596
O -14.30924 -17.07707 1.02839 0.771 1.329 -1.383 -0.742
C -14.90663 -18.23342 3.03945 0.286 -0.428 0.495 -0.100
H -9.70824 -13.80187 3.59583 0.354 1.015 0.583 0.417
H -11.58509 -17.40065 8.02198 0.058 0.242 0.013 0.354
H -9.48028 -16.12322 7.55054 -0.317 -0.037 -0.700 0.387
H -18.55564 -21.17825 2.92950 -0.331 -0.156 -0.812 0.370
F -7.12930 -13.72496 6.03778 -0.016 0.289 0.443 -0.204
H -16.43060 -18.21837 -0.04143 0.319 0.478 -0.113 0.334
C -8.97118 -11.84340 -2.36994 -0.594 -0.011 -0.346 0.206
F -12.05616 -14.37569 -3.01927 -0.376 -0.386 -0.188 -0.334
C -12.23953 -17.27879 5.96699 -0.138 0.233 0.207 -0.078
O -10.73991 -15.48834 3.19254 0.239 -0.904 -0.095 -0.296
C -15.01304 -17.81600 1.66539 -3.722 -3.271 1.679 0.199
C -10.58043 -12.78924 -3.82536 -0.327 0.312 -0.747 0.224
H -15.91043 -21.41226 6.23407 -0.188 -0.460 0.795 0.399
C -10.81855 -16.08728 4.39463 -1.085 0.089 0.672 0.140
C -10.21016 -16.32038 6.74478 0.871 0.209 0.406 -0.602
F -9.06259 -11.12618 -4.62387 -0.086 -0.002 -0.077 -0.342
C -9.94578 -15.88316 5.44467 1.828 0.212 0.388 -0.602
C -17.36366 -21.42684 4.67242 0.658 2.111 -3.276 -0.777
F -4.98309 -12.83269 6.32611 -1.270 -0.069 -0.570 -0.363
C -9.57076 -11.88226 -3.61748 0.392 0.097 -0.593 0.410
C -11.04379 -13.52169 -2.77622 -0.759 -0.717 -0.272 0.054
K -12.36121 -15.89865 0.95086 1.390 0.822 -0.060 0.941
C -15.48705 -19.86714 4.91806 -1.538 -0.890 -1.163 -0.380
C -9.64191 -14.60257 2.90671 -0.528 -1.352 -0.949 -0.609
H -9.98406 -14.34403 1.90215 1.102 0.662 -0.078 -0.034
H -13.20664 -17.78811 6.14007 0.819 0.262 -0.155 0.247
C -16.27033 -20.96241 5.33870 1.845 1.807 0.265 -0.572
H -14.71826 -19.51677 5.57864 0.328 0.171 -0.193 0.225
C -16.80922 -19.85239 2.86319 -0.955 -0.400 0.077 0.715
F -7.92288 -11.06037 -2.20317 0.951 0.800 0.132 -0.333
C -17.04090 -19.33091 1.51648 -0.819 -2.299 2.679 -0.849
C -9.42016 -12.60807 -1.33819 0.097 -0.837 0.361 0.120
F -8.67487 -12.60097 -0.19930 -0.592 -0.050 -0.297 -0.292
C -10.46657 -13.58079 -1.51620 1.443 0.846 1.000 0.274
C -6.05983 -13.17476 5.27015 0.580 1.328 -0.817 -0.312
N -12.95642 -17.12421 3.54210 0.731 0.327 1.069 0.150
O -10.75515 -14.42730 -0.63623 -0.736 -0.662 0.891 -0.640
C -11.98066 -16.83098 4.66338 -1.799 -0.909 -0.182 0.441
N -13.93541 -17.81906 3.93312 0.749 0.301 -0.360 -0.129
```
Forces are in eV/Å.

No. 3
The following is a DFT calculation (ωB97M-V with the def2-TZVPD basis set) of a molecular structure, C24H15Cl4GaIN2O4S5 at a distorted geometry.

Values from the calculation:
2S+1: 1
HOMO level: -5.33 eV
gap between HOMO and LUMO: 6.7 eV
molecular weight: 894.17 g mol⁻¹
total energy: -7388.41928 Eh
net charge: -1
relative energy (zero: lowest compared OMol25 entry of this formula, charge and spin): 1.312 eV

The geometry in XYZ format:
```
56
Properties=species:S:1:pos:R:3:forces:R:3:mulliken_charge:R:1
O 0.96004 -0.51112 -1.08096 -0.349 0.230 0.814 -0.209
C 1.66736 -1.37812 -3.12384 -0.243 1.191 0.175 0.297
H -2.73569 -4.38533 -1.34477 0.038 1.126 0.270 0.286
H 4.95480 -0.28419 -1.57861 -0.159 -0.149 0.132 0.392
C -2.51706 3.83155 -0.47370 -0.409 2.101 0.489 -0.718
H 4.40922 0.96158 -0.42277 0.309 -0.853 0.196 0.305
N -0.08685 4.15705 2.34531 1.111 0.582 0.357 -0.698
S 2.28106 -0.87999 3.81247 0.023 -0.611 -0.753 0.043
Cl 0.84058 -4.70771 -5.06165 -0.061 -0.094 0.014 -0.223
H -2.18057 3.51468 -1.46649 -0.003 -0.180 0.243 0.266
H 1.72762 3.47779 4.17848 -0.256 -0.527 -0.780 0.356
N -1.55891 -0.15449 -0.06703 0.432 0.805 -0.350 0.394
C 4.42117 -0.13427 -0.63692 -0.015 0.645 0.276 -0.030
C 0.10644 1.88653 1.57882 -0.960 -0.236 -1.414 0.681
I -1.56518 -1.51618 2.72256 0.170 -0.236 0.201 -0.406
C 0.50721 2.99586 2.38994 -0.282 -1.043 1.020 0.010
H -3.52598 3.43473 -0.26322 0.297 0.123 -0.172 0.355
C -1.77323 1.11230 -0.03474 0.895 0.038 1.535 -0.573
H 2.44631 2.40276 2.93134 1.082 0.149 -0.482 0.255
C -0.99569 4.43674 1.41225 -0.570 1.029 -0.382 -0.544
S 5.22902 -1.18837 0.61868 -0.067 0.386 -0.488 -0.167
O 0.78829 0.74557 1.65057 -0.854 1.303 -0.489 -0.360
C 4.19791 -0.87448 2.00384 0.076 -0.443 -0.051 0.076
H -3.44009 5.62256 -0.77539 0.003 -0.283 -0.056 0.301
C -4.76590 -1.68533 -1.11628 -1.519 -2.312 -1.141 -0.728
S 1.93181 -2.32343 1.19685 0.278 -0.536 -0.106 -0.361
Cl 2.51019 0.14328 -3.29514 -0.040 -0.610 -0.352 -0.206
S 4.99702 0.00547 3.28394 -1.384 -0.064 0.672 -0.143
C -2.52666 -1.04548 -0.59351 0.123 0.684 -0.007 1.444
H -5.10390 -3.79508 -1.45822 0.241 0.082 -0.242 0.387
H -4.40972 0.20343 -0.59743 0.897 0.439 0.225 0.316
C -1.54618 3.47983 0.63333 0.429 -1.484 -1.093 0.277
Cl 2.77078 -2.28865 -5.42638 -0.728 0.159 0.361 -0.209
Ga 0.25746 -0.82367 0.75632 -0.501 -0.092 0.153 0.367
C -4.35445 -3.01973 -1.32296 -0.346 0.719 0.405 -0.809
C -2.08048 -2.32215 -0.86314 -1.736 -0.933 -0.141 0.368
C 0.80197 -3.42663 -3.89580 0.102 -0.795 -0.809 0.407
C 3.62428 -0.06312 4.42498 1.457 0.364 0.646 0.024
C 0.00760 -2.53131 -1.80115 0.471 -1.207 -0.737 -0.038
C -3.89790 -0.73364 -0.78008 1.095 1.106 0.681 -1.335
C 0.05606 -3.55281 -2.74175 -0.232 -0.533 0.166 0.204
C -1.03264 2.14453 0.72666 0.541 -0.866 0.006 0.797
H 3.38630 -0.44646 -0.70764 -0.057 -0.133 -0.229 -0.515
H -5.81669 -1.43546 -1.26802 0.224 -0.043 0.213 0.360
H -1.29299 5.47884 1.20882 0.269 -0.629 0.729 0.425
O -2.57204 5.32050 -0.49287 -0.196 -1.330 -0.234 -0.556
O -0.75894 -2.65851 -0.65985 0.342 0.312 0.186 -0.229
C -3.02457 -3.32493 -1.20691 0.586 -0.763 0.114 -0.407
H -2.69550 1.44883 -0.42424 -0.914 0.440 -0.674 0.274
H 1.33942 1.73245 3.94051 -0.554 0.074 0.222 0.116
C 1.60598 -2.32263 -4.11405 1.119 0.049 -0.014 0.088
Cl -0.65760 -5.10318 -2.40420 0.122 0.236 -0.065 -0.225
C 2.95321 -1.35682 2.21409 -0.109 0.986 0.993 -0.019
C 1.54450 2.67073 3.43151 -0.238 0.698 0.621 -0.774
S 3.71311 0.53008 5.98834 -0.075 -0.128 -0.872 -0.233
C 0.87867 -1.46444 -1.94992 0.126 1.058 0.021 -0.151
```
Forces are in eV/Å.